C13H48O13 | the ωB97M-V functional and the def2-TZVPD basis

Summary:
HOMO level   1.098 eV
Net charge   -2
Orbital gap   2.9 eV

Each atom is followed by the atoms it is bonded to, with distances in Å.
Element x y z (Å)
1 O -0.36527 -1.17799 -0.37888  C2 1.475
2 C 0.45832 -0.21603 0.37770  O1 1.475, C3 1.627, H5 1.090, H6 1.090
3 C -0.17635 0.74677 1.52583  C2 1.627, O4 1.416, H7 1.090, H8 1.090
4 O -1.01687 0.15286 2.49879  C3 1.416
5 H 0.90530 0.43212 -0.37609  C2 1.090
6 H 1.29080 -0.76790 0.81420  C2 1.090
7 H -0.79164 1.43816 0.95006  C3 1.090
8 H 0.47450 1.48789 1.98976  C3 1.090
9 C -1.59563 0.34291 7.88451  O10 1.437, H11 1.090, H12 1.090, H13 1.090
10 O -0.78187 -0.54102 7.09662  C9 1.437, H14 0.960
11 H -1.45631 -0.01359 8.90510  C9 1.090
12 H -1.17384 1.34733 7.92085  C9 1.090
13 H -2.61626 0.35848 7.50220  C9 1.090
14 H -0.76440 -0.32177 6.16216  O10 0.960
15 C 3.65754 -3.95968 2.84733  O16 1.421, H17 1.090, H18 1.090, H19 1.090
16 O 4.42695 -3.58637 1.71228  C15 1.421, H20 0.960
17 H 2.70940 -3.42545 2.90843  C15 1.090
18 H 3.33963 -4.97076 2.59281  C15 1.090
19 H 4.22227 -3.89360 3.77727  C15 1.090
20 H 3.82228 -3.50426 0.97118  O16 0.960
21 C 1.06787 -2.06686 -5.80492  O22 1.421, H23 1.090, H24 1.090, H25 1.090
22 O 0.15797 -2.43813 -4.77814  C21 1.421, H26 0.960
23 H 0.83393 -1.04261 -6.09523  C21 1.090
24 H 2.07318 -2.09850 -5.38485  C21 1.090
25 H 1.00371 -2.76245 -6.64166  C21 1.090
26 H 0.18751 -1.98015 -3.93494  O22 0.960
27 C 3.50582 -5.74044 -2.28403  O28 1.379, H29 1.090, H30 1.090, H31 1.090
28 O 3.11846 -4.42517 -2.13378  C27 1.379, H32 0.960
29 H 3.37519 -6.27827 -1.34500  C27 1.090
30 H 3.07039 -6.20945 -3.16637  C27 1.090
31 H 4.55585 -5.84528 -2.55708  C27 1.090
32 H 2.17789 -4.24265 -2.07365  O28 0.960
33 C 5.70434 0.88675 -2.63450  O34 1.411, H35 1.090, H36 1.090, H37 1.090
34 O 6.56557 1.63254 -1.80275  C33 1.411, H38 0.960
35 H 6.16966 0.01577 -3.09600  C33 1.090
36 H 4.81970 0.57933 -2.07683  C33 1.090
37 H 5.38676 1.48865 -3.48593  C33 1.090
38 H 6.62631 1.08088 -1.01944  O34 0.960
39 C -5.84703 2.37691 4.36258  O40 1.431, H41 1.090, H42 1.090, H43 1.090
40 O -5.20157 1.29134 3.68885  C39 1.431, H44 0.960
41 H -5.16787 2.82374 5.08867  C39 1.090
42 H -6.01318 3.20784 3.67697  C39 1.090
43 H -6.81680 2.25350 4.84467  C39 1.090
44 H -4.25127 1.33505 3.81776  O40 0.960
45 C -1.88907 1.69021 -5.12366  O46 1.387, H47 1.090, H48 1.090, H49 1.090
46 O -1.22019 1.83967 -3.91790  C45 1.387, H50 0.960
47 H -2.73546 2.36658 -5.24305  C45 1.090
48 H -1.17546 1.78744 -5.94182  C45 1.090
49 H -2.27396 0.67134 -5.08038  C45 1.090
50 H -0.93521 1.02631 -3.49502  O46 0.960
51 C -5.09295 2.27057 -0.64070  O52 1.393, H53 1.090, H54 1.090, H55 1.090
52 O -4.38236 1.11324 -0.95133  C51 1.393, H56 0.960
53 H -6.15111 2.04780 -0.50366  C51 1.090
54 H -4.76058 2.74353 0.28339  C51 1.090
55 H -4.98394 3.09573 -1.34449  C51 1.090
56 H -3.53256 1.29078 -1.36113  O52 0.960
57 C 3.46930 4.37434 -0.56034  O58 1.426, H59 1.090, H60 1.090, H61 1.090
58 O 4.72351 5.01106 -0.32635  C57 1.426, H62 0.960
59 H 2.71551 4.87131 0.05032  C57 1.090
60 H 3.18796 4.47324 -1.60875  C57 1.090
61 H 3.48950 3.28715 -0.48483  C57 1.090
62 H 5.36202 4.41237 -0.72064  O58 0.960
63 C -1.84478 5.56301 3.63490  O64 1.423, H65 1.090, H66 1.090, H67 1.090
64 O -1.98030 4.56945 4.64399  C63 1.423, H68 0.960
65 H -0.77967 5.50398 3.41093  C63 1.090
66 H -2.41425 5.32169 2.73737  C63 1.090
67 H -2.04662 6.62742 3.75480  C63 1.090
68 H -1.66784 3.77669 4.20186  O64 0.960
69 C -2.54849 -5.85316 -3.27574  O70 1.396, H71 1.090, H72 1.090, H73 1.090
70 O -2.72230 -4.88370 -2.28608  C69 1.396, H74 0.960
71 H -3.53890 -6.30606 -3.32142  C69 1.090
72 H -2.14818 -5.42355 -4.19404  C69 1.090
73 H -1.88135 -6.66441 -2.98438  C69 1.090
74 H -1.91324 -4.37446 -2.19835  O70 0.960